Computed, not measured: a molecular structure, C50H56F2MnN7O2Se, with ωB97M-V/def2-TZVPD.

Computed properties:
- E_HOMO (alpha / beta) (hartree) = -0.290 / -0.345
- electronic energy (hartree) = -6224.6437
- molar mass (g/mol) = 958.94
- energy above the lowest of the compared OMol25 structures with the same formula, charge and spin (kcal/mol) = 42.0
- orbital gap (alpha / beta) (eV) = 4.47 / 6.19

Structure (ORCA input):
```
! RIJCOSX wB97M-V def2-TZVPD def2/J DEFGRID3
* xyz 1 6
Mn -0.16308 0.01918 0.73959
C 0.59010 -5.26424 -3.71021
C 0.70485 -4.03250 -2.86287
C 1.94657 -3.49810 -2.53921
C 2.10008 -2.42633 -1.64331
C 3.40757 -2.00213 -1.30930
N 3.81080 -1.56472 -0.08124
C 3.36556 -2.22412 1.13165
C 3.97316 -3.63250 1.27949
C 3.33626 -4.44532 2.41916
N 2.01249 -4.90909 2.04667
C 0.95129 -4.05085 2.04651
C 0.54724 -3.24089 3.12557
C 0.73850 -3.50661 4.49224
C 0.17191 -2.70128 5.47844
C 0.35502 -3.02229 6.92859
C -0.58349 -1.59511 5.12399
C -0.71285 -1.20213 3.77856
C -1.50919 -0.09695 3.38067
N -1.49626 0.47285 2.20238
C -2.70507 1.18723 1.83650
C -3.62428 0.20220 1.09236
C -3.14834 -0.13597 -0.32228
N -1.78889 -0.64070 -0.39305
C -1.58555 -1.63291 -1.19904
C -0.36106 -2.28481 -1.52996
C -0.42983 -3.42781 -2.35364
C 0.91486 -1.76476 -1.13938
O 1.01291 -0.67713 -0.47208
C -0.11329 -2.00876 2.76887
O -0.06883 -1.64236 1.54279
H 1.55309 -5.52941 -4.14021
H -0.13055 -5.11499 -4.51386
H 0.23705 -6.10510 -3.10924
H 2.84239 -3.95733 -2.92915
H 4.17399 -2.08214 -2.07316
H 4.78180 -1.28725 -0.03749
H 2.27456 -2.28453 1.11335
H 3.66510 -1.60950 1.98223
H 5.04684 -3.54708 1.45552
H 3.82948 -4.17486 0.34028
H 3.25666 -3.84280 3.32327
H 3.94994 -5.32331 2.62872
H 2.03944 -5.51912 1.23952
H 0.36318 -3.99411 1.13538
H 1.28340 -4.39308 4.77731
H 0.77936 -4.01270 7.06459
H -0.59711 -2.97370 7.45113
H 1.02068 -2.29029 7.38461
H -1.04811 -0.99132 5.88688
H -2.24604 0.24210 4.10972
H -2.46049 2.04242 1.19810
H -3.22860 1.55252 2.73049
H -4.62610 0.62956 1.01721
H -3.68806 -0.71721 1.68126
H -3.22058 0.77206 -0.93064
H -3.84069 -0.87154 -0.75506
H -2.45449 -2.03838 -1.72892
H -1.40594 -3.82728 -2.59508
F 3.76578 0.33432 4.48152
C 3.10721 0.94338 3.47746
C 2.03563 0.28699 2.89492
C 1.31525 0.87050 1.85749
C 1.70498 2.16902 1.44348
C 2.82395 2.77236 2.02159
F 3.26482 3.96879 1.58292
C 3.53707 2.18306 3.04599
C 0.85910 2.77601 0.42215
C 0.92104 4.11054 0.01730
C 0.05745 4.57603 -0.95536
C -0.83131 3.68465 -1.53393
C -0.86435 2.38698 -1.05886
N -0.07464 1.93117 -0.08469
H 1.78282 -0.68589 3.28745
H 4.37896 2.67954 3.49778
H 1.63393 4.78360 0.45950
H 0.07517 5.61203 -1.25240
H -1.49151 3.98675 -2.32990
H -1.56797 1.68893 -1.48917
C 0.31374 3.39489 -6.38364
C 1.62218 3.81406 -5.72257
C 1.93584 3.04255 -4.44056
C 2.56252 1.65728 -4.62380
N 1.79761 0.71946 -5.41004
C 0.69844 0.07049 -4.96721
Se -0.17694 0.44700 -3.42939
N 0.35136 -0.89058 -5.85371
C -0.64743 -1.90540 -5.63037
C -1.85036 -1.86458 -6.58029
C -2.96679 -0.90739 -6.15721
C -2.66044 0.55024 -6.47327
C 1.27072 -0.88199 -6.88072
C 1.41547 -1.69379 -7.99335
C 2.48345 -1.43444 -8.83134
C 3.37188 -0.39303 -8.57934
C 3.23863 0.41824 -7.46699
C 2.18367 0.15301 -6.60765
H 0.01555 4.13057 -7.12711
H -0.48046 3.32599 -5.64264
H 0.39946 2.43350 -6.88401
H 1.54953 4.87111 -5.46081
H 2.44356 3.70959 -6.43293
H 1.02317 2.94020 -3.84935
H 2.64758 3.61410 -3.83937
H 2.68435 1.21942 -3.62453
H 3.54397 1.74264 -5.09447
H -0.98987 -1.79727 -4.59763
H -0.14537 -2.87375 -5.72496
H -2.25967 -2.87569 -6.62448
H -1.51577 -1.59820 -7.58395
H -3.15382 -1.01119 -5.08523
H -3.88122 -1.19570 -6.68133
H -1.79443 0.89817 -5.91394
H -3.51019 1.17502 -6.20410
H -2.46436 0.67854 -7.53720
H 0.72921 -2.49936 -8.19459
H 2.63485 -2.05114 -9.70167
H 4.18519 -0.21526 -9.26579
H 3.93373 1.22376 -7.28644
*
```

These are the Löwdin partial charges, in e, on atoms 1 to 8: number 1, Mn, carries 0.929; number 2, C, carries -0.047; number 3, C, carries -0.287; number 4, C, carries 0.019; number 5, C, carries -0.139; number 6, C, carries -0.087; number 7, N, carries 0.001; number 8, C, carries -0.184

Computed, not measured: 2 unconnected molecules or ions with the total composition C3H8O2, with ωB97M-V/def2-TZVPD.

Computed properties:
- E_HOMO (hartree) = -0.333
- SMILES = C/C=C/O.O
- electronic energy (hartree) = -269.5445
- molar mass (g/mol) = 76.09
- energy above the lowest of the compared OMol25 structures with the same formula, charge and spin (kcal/mol) = 31.6
- orbital gap (eV) = 9.76

Structure (ORCA input):
```
! RIJCOSX wB97M-V def2-TZVPD def2/J DEFGRID3
* xyz 0 1
C 1.54240 -1.73122 0.45470
C 0.98801 -0.97944 -0.71543
C -0.26558 -1.04755 -1.12999
O -0.73834 -0.31372 -2.21840
H 0.91181 -2.57648 0.71707
H 2.56052 -2.09577 0.31513
H 1.54390 -1.10882 1.35131
H 1.67014 -0.35547 -1.28696
H -1.11152 -1.52415 -0.66313
H -0.11363 -0.37498 -2.95188
O -1.47323 3.37598 2.94123
H -1.39877 3.37253 1.97234
H -0.81896 2.74301 3.25904
*
```

These are the Löwdin partial charges, in e, on atoms 1 to 8: number 1, C, carries -0.114; number 2, C, carries -0.161; number 3, C, carries -0.203; number 4, O, carries -0.041; number 5, H, carries 0.070; number 6, H, carries 0.069; number 7, H, carries 0.069; number 8, H, carries 0.106

Computed, not measured: C3H6N4O in the gas phase, with ωB97M-V/def2-TZVPD.

Computed properties:
- E_HOMO (hartree) = -0.336
- SMILES = O/N=C1/CNNC=N1
- electronic energy (hartree) = -411.9892
- molar mass (g/mol) = 114.11
- energy above the lowest of the compared OMol25 structures with the same formula, charge and spin (kcal/mol) = 137.9
- orbital gap (eV) = 9.72

Structure (ORCA input):
```
! RIJCOSX wB97M-V def2-TZVPD def2/J DEFGRID3
* xyz 0 1
O -2.68062 -0.43068 -0.32129
N -1.90140 0.67945 0.06129
C -0.64563 0.38001 0.24870
C 0.50558 1.31585 0.37142
N 1.51861 0.79124 -0.55447
N 2.15412 -0.45718 0.04070
C 1.01032 -1.28729 0.16834
N -0.15974 -0.99546 0.22630
H -2.06588 -1.27441 -0.40134
H 0.62472 1.42743 1.54569
H 0.16120 2.20263 -0.42106
H 2.25407 1.71004 -0.55348
H 2.65536 -0.80077 -0.91097
H 1.31269 -2.39732 0.16393
*
```

These are the Löwdin partial charges, in e, on atoms 1 to 8: number 1, O, carries -0.112; number 2, N, carries 0.048; number 3, C, carries -0.354; number 4, C, carries -0.221; number 5, N, carries -0.112; number 6, N, carries -0.016; number 7, C, carries -0.290; number 8, N, carries 0.097

Computed, not measured: a molecular structure, C14H6ClN6O8S, with ωB97M-V/def2-TZVPD.

Computed properties:
- E_HOMO (hartree) = -0.169
- electronic energy (hartree) = -2325.4596
- molar mass (g/mol) = 453.76
- energy above the lowest of the compared OMol25 structures with the same formula, charge and spin (kcal/mol) = 33.5
- orbital gap (eV) = 5.83

Structure (ORCA input):
```
! RIJCOSX wB97M-V def2-TZVPD def2/J DEFGRID3
* xyz -1 1
N -8.00896 1.01698 -1.08377
C -6.82535 0.93965 -1.13087
C -5.38780 0.84157 -1.19261
C -4.74327 -0.39847 -1.09511
C -3.35215 -0.48876 -1.18311
C -2.56892 0.66122 -1.33821
S -0.76813 0.50222 -1.62045
C 0.33309 0.38658 -0.01742
Cl -0.88445 -0.08069 1.20790
O -0.59387 -0.70517 -2.36696
O -0.33162 1.78425 -2.16859
C -3.21396 1.89245 -1.47169
C -4.60330 1.98696 -1.37265
H -5.35015 -1.29956 -0.96290
H -2.89688 -1.47205 -1.12998
H 0.60042 1.47038 0.03450
H -2.63947 2.79714 -1.65223
H -5.08496 2.96615 -1.45322
O 6.21775 -0.47723 3.26281
N 5.11391 -0.90464 2.96425
C 4.10253 -0.54973 2.08956
C 3.04071 -1.45849 2.24263
N 3.33783 -2.33650 3.26988
O 4.61458 -2.00489 3.66090
C 1.85147 -1.31897 1.44386
N 1.02427 -2.49727 1.18294
O 0.82422 -3.31767 2.10319
O 0.51879 -2.64418 0.04868
C 1.61785 -0.19261 0.48635
C 2.89591 0.51153 0.23450
N 3.33275 1.05929 -0.95762
O 2.80658 1.32363 -2.03908
O 4.71733 1.37050 -0.77713
N 5.17213 0.95709 0.44869
C 4.07222 0.36414 1.00595
H 1.05893 -0.68484 -0.67300
*
```

These are the Löwdin partial charges, in e, on atoms 1 to 8: number 1, N, carries 0.139; number 2, C, carries -0.164; number 3, C, carries -0.235; number 4, C, carries -0.014; number 5, C, carries -0.054; number 6, C, carries -0.277; number 7, S, carries 0.691; number 8, C, carries -0.704

Computed, not measured: C4H5NOS2 in the gas phase, with ωB97M-V/def2-TZVPD.

Computed properties:
- E_HOMO (hartree) = -0.293
- SMILES = On1ccc(S)c1S
- electronic energy (hartree) = -1081.7084
- molar mass (g/mol) = 147.22
- energy above the lowest of the compared OMol25 structures with the same formula, charge and spin (kcal/mol) = 53.3
- orbital gap (eV) = 8.41

Structure (ORCA input):
```
! RIJCOSX wB97M-V def2-TZVPD def2/J DEFGRID3
* xyz 0 1
O -2.39245 0.01126 -0.03417
N -1.02633 -0.28437 0.01185
C -0.58758 -1.57229 -0.08723
C 0.76492 -1.55099 -0.06453
C 1.15494 -0.19044 -0.03291
S 2.80103 0.41702 -0.06829
C 0.00888 0.59136 0.03151
S -0.29578 2.30851 -0.12814
H -2.42401 0.76487 -0.76544
H -1.33886 -2.37239 0.03710
H 1.49018 -2.37440 -0.05154
H 2.50303 1.73960 0.01186
H -0.65797 2.51224 1.13993
*
```

These are the Löwdin partial charges, in e, on atoms 1 to 8: number 1, O, carries -0.003; number 2, N, carries -0.211; number 3, C, carries -0.076; number 4, C, carries -0.111; number 5, C, carries -0.661; number 6, S, carries 0.767; number 7, C, carries -0.663; number 8, S, carries 0.821

Computed, not measured: C20H25N5O6S in the gas phase, with ωB97M-V/def2-TZVPD.

Computed properties:
- E_HOMO (hartree) = -0.286
- SMILES = COc1ccc(C(=O)Nc2c(N)nc(SCC(=O)NC[C@H]3CCCO3)[nH]c2=O)cc1OC
- electronic energy (hartree) = -1900.6044
- molar mass (g/mol) = 463.52
- orbital gap (eV) = 8.28

Structure (ORCA input):
```
! RIJCOSX wB97M-V def2-TZVPD def2/J DEFGRID3
* xyz 0 1
C 7.51506 2.16203 -0.56229
O 6.85681 0.94408 -0.31373
C 5.52133 0.96384 -0.08076
C 4.72910 2.10084 -0.05582
C 3.36599 2.01746 0.18347
C 2.77365 0.78406 0.40710
C 1.32944 0.59751 0.68399
O 0.91556 -0.41216 1.25650
N 0.53535 1.59632 0.24604
C -0.85641 1.77513 0.26662
C -1.78591 1.17704 1.10503
N -1.46480 0.37710 2.13859
N -3.12042 1.43565 0.95091
C -3.51204 2.25876 0.03636
S -5.21461 2.55701 -0.24426
C -6.02894 1.37248 0.87694
C -6.03693 -0.03278 0.27062
O -6.99783 -0.48862 -0.30820
N -4.88201 -0.68707 0.48127
C -4.55812 -1.92973 -0.18750
C -3.06009 -2.18416 -0.03125
C -2.54527 -3.41405 -0.78449
C -1.12447 -2.98760 -1.14654
C -1.32134 -1.49988 -1.42540
O -2.33459 -1.06447 -0.53483
N -2.66152 2.94384 -0.75631
C -1.28069 2.74318 -0.70340
O -0.53157 3.37013 -1.43963
C 3.56929 -0.36619 0.40452
C 4.92520 -0.29795 0.16009
O 5.77029 -1.36139 0.12762
C 5.23765 -2.63981 0.37394
H 7.12189 2.65776 -1.45582
H 7.44153 2.84180 0.29291
H 8.55953 1.90177 -0.72551
H 5.16719 3.07195 -0.22090
H 2.79377 2.93194 0.21866
H 0.94969 2.29575 -0.36651
H -2.22890 -0.12470 2.56063
H -0.56047 -0.10189 2.04917
H -5.50211 1.40920 1.82793
H -7.05065 1.73590 0.97577
H -4.08897 -0.13092 0.79891
H -5.13155 -2.75163 0.25365
H -4.82582 -1.85688 -1.24807
H -2.83044 -2.27394 1.04264
H -2.58227 -4.31330 -0.17490
H -3.13671 -3.57149 -1.68762
H -0.71970 -3.52114 -2.00274
H -0.45977 -3.11723 -0.29201
H -0.42579 -0.90489 -1.23582
H -1.64842 -1.33217 -2.46105
H -3.00956 3.59450 -1.45014
H 3.07906 -1.30616 0.60042
H 6.08085 -3.32548 0.30906
H 4.79224 -2.70484 1.37178
H 4.48822 -2.91453 -0.37563
*
```

These are the Löwdin partial charges, in e, on atoms 1 to 8: number 1, C, carries -0.079; number 2, O, carries -0.057; number 3, C, carries -0.195; number 4, C, carries -0.005; number 5, C, carries -0.025; number 6, C, carries -0.134; number 7, C, carries -0.401; number 8, O, carries 0.027